[1]
Entry from OMol25: 2 unconnected molecules or ions with the total composition ClFOS (the ωB97M-V functional and the def2-TZVPD basis).

Properties
ΔE to the lowest compared entry with this formula, charge and spin in kJ/mol: 539.3
E_HOMO in eV: -9.116
SMILES: FCl.O=S

Each line ends with the natural charge from an NBO analysis.
Cartesian coordinates (Å):
F  1.962  -2.226  0.433  -0.324
Cl  1.316  -0.372  0.723  0.279
O  -2.089  1.940  -0.347  -0.652
S  -1.458  0.678  -0.837  0.697


[2]
Entry from OMol25: a molecular structure, ClH10NiO5 (the ωB97M-V functional and the def2-TZVPD basis).

Properties
ΔE to the lowest compared entry with this formula, charge and spin in kJ/mol: 57.5
Net charge: +1
E_HOMO (spin up / spin down) in eV: -12.282 / -12.218
2S+1: 3

Each line ends with the Löwdin spin population.
Cartesian coordinates (Å):
Ni  -0.404  -0.266  -0.203  1.779
Cl  -2.022  -1.621  -1.489  0.084
O  -1.656  0.615  1.171  0.025
H  -2.501  1.064  1.215  0.002
H  -1.364  0.564  2.081  0.001
O  0.200  -1.707  1.068  0.024
H  -0.443  -2.404  1.198  0.000
H  0.976  -2.004  1.543  0.004
O  1.334  -0.743  -1.314  0.028
H  1.833  -1.536  -1.117  0.001
H  1.325  -0.697  -2.270  0.001
O  -0.551  1.468  -1.335  0.024
H  0.275  1.679  -1.770  0.001
H  -1.141  2.181  -1.581  0.002
O  1.047  0.975  0.808  0.021
H  1.198  1.885  1.063  0.002
H  1.894  0.547  0.933  0.000


[3]
Entry from OMol25: a molecular structure, ClH14NaO11 (the ωB97M-V functional and the def2-TZVPD basis).

Properties
Net charge: +1
E_HOMO (spin up / spin down) in eV: -13.590 / -13.585
2S+1: 2

Each line ends with the Löwdin spin population.
Cartesian coordinates (Å):
Na  15.757  10.831  -6.861  -0.001
Cl  18.273  8.186  -5.651  -0.014
O  18.862  7.388  -4.614  0.021
O  17.328  9.126  -5.131  0.086
O  19.218  8.935  -6.452  0.009
O  17.404  7.358  -6.446  0.121
O  20.389  5.024  -6.552  0.162
H  20.113  5.794  -6.054  -0.002
H  20.730  5.380  -7.373  0.000
O  18.314  4.480  -4.263  0.334
H  18.433  5.404  -4.484  0.001
H  18.594  4.414  -3.350  0.004
O  22.045  9.169  -7.739  0.000
H  21.707  8.905  -6.883  0.000
H  21.323  9.000  -8.344  0.000
O  15.459  6.484  -4.312  0.080
H  14.831  5.856  -4.671  0.000
H  15.626  7.094  -5.031  -0.001
O  18.594  8.870  -1.559  0.000
H  18.683  8.827  -0.607  0.000
H  19.067  8.102  -1.880  0.000
O  17.800  4.525  -7.866  0.204
H  18.158  5.412  -7.827  -0.003
H  18.236  4.123  -8.617  0.001
O  17.178  10.652  -9.013  0.000
H  17.901  10.057  -8.812  0.000
H  17.519  11.522  -8.808  0.000


[4]
Entry from OMol25: 8 unconnected molecules or ions with the total composition ClH14O7 (the ωB97M-V functional and the def2-TZVPD basis).

Properties
ΔE to the lowest compared entry with this formula, charge and spin in kJ/mol: 81.5
Net charge: -1
E_HOMO in eV: -6.325

Each line ends with the natural charge from an NBO analysis.
Cartesian coordinates (Å):
Cl  12.266  22.258  12.009  -0.919
O  9.349  22.985  12.728  -0.970
H  10.332  23.198  12.641  0.494
H  9.203  22.996  13.677  0.457
O  10.777  24.283  10.058  -0.955
H  11.093  23.779  9.341  0.474
H  11.488  24.276  10.690  0.476
O  10.745  20.955  14.838  -0.971
H  11.348  20.716  15.570  0.467
H  11.243  21.209  14.081  0.496
O  14.990  21.480  10.542  -0.959
H  14.165  21.780  10.854  0.482
H  15.106  22.121  9.843  0.457
O  13.751  19.872  13.663  -0.963
H  13.326  20.646  13.273  0.490
H  13.316  19.221  13.139  0.454
O  12.796  22.518  8.669  -0.962
H  13.111  21.644  8.335  0.464
H  12.587  22.237  9.542  0.486
O  10.888  20.474  9.400  -0.945
H  11.695  20.151  9.776  0.458
H  10.462  20.679  10.247  0.487


[5]
Entry from OMol25: 10 unconnected molecules or ions with the total composition ClH18O13 (the ωB97M-V functional and the def2-TZVPD basis).

Properties
ΔE to the lowest compared entry with this formula, charge and spin in kJ/mol: 224.8
Net charge: -1
E_HOMO in eV: -5.867

Each line ends with the natural charge from an NBO analysis.
Cartesian coordinates (Å):
Cl  -14.872  11.174  32.071  2.618
O  -15.424  9.893  32.204  -0.891
O  -15.204  12.047  33.129  -0.892
O  -13.460  11.055  31.836  -0.901
O  -15.426  11.803  30.939  -0.934
O  -20.104  7.331  30.503  -0.945
H  -19.531  6.875  31.119  0.470
H  -19.519  7.627  29.805  0.475
O  -11.008  14.286  36.880  -0.943
H  -11.410  13.561  37.359  0.468
H  -11.607  14.454  36.153  0.475
O  -6.993  10.704  31.271  -0.939
H  -7.065  10.201  30.459  0.465
H  -7.827  10.558  31.718  0.474
O  -18.507  9.634  26.600  -0.939
H  -17.924  10.364  26.390  0.477
H  -19.326  9.845  26.152  0.462
O  -17.833  8.857  36.884  -0.943
H  -17.460  8.697  36.017  0.476
H  -18.547  9.476  36.727  0.467
O  -14.203  4.302  34.513  -0.939
H  -13.443  3.919  34.075  0.464
H  -14.202  5.219  34.238  0.475
O  -14.295  16.531  31.461  -0.949
H  -13.400  16.214  31.340  0.467
H  -14.843  15.757  31.335  0.481
O  -20.879  12.127  30.483  -0.948
H  -20.894  11.176  30.377  0.471
H  -19.949  12.349  30.533  0.477
O  -14.781  11.996  24.878  -0.936
H  -14.355  11.673  24.084  0.463
H  -14.061  12.306  25.427  0.473


[6]
Entry from OMol25: a molecular structure, ClH2N2O (the ωB97M-V functional and the def2-TZVPD basis).

Properties
ΔE to the lowest compared entry with this formula, charge and spin in kJ/mol: 428.0
Net charge: -1
E_HOMO in eV: -5.245

Each line ends with the natural charge from an NBO analysis.
Cartesian coordinates (Å):
N  -0.077  -0.175  0.059  -0.446
N  -0.979  0.632  0.289  0.190
O  -2.420  0.131  -0.250  -0.699
Cl  2.730  0.365  0.137  -0.800
H  0.998  0.115  0.171  0.399
H  -0.252  -1.068  -0.405  0.356


[7]
Entry from OMol25: a single ClH2N2P molecule (the ωB97M-V functional and the def2-TZVPD basis).

Properties
ΔE to the lowest compared entry with this formula, charge and spin in kJ/mol: 266.3
E_HOMO (spin up / spin down) in eV: -7.854 / -7.822
SMILES: N/N=P/Cl

Each line ends with the natural charge from an NBO analysis.
Cartesian coordinates (Å):
N  1.109  0.016  0.203  -0.534
N  -0.123  0.370  0.115  -0.425
P  -1.366  -0.797  -0.707  0.514
Cl  -2.755  0.404  0.103  -0.287
H  1.444  -0.583  -0.475  0.354
H  1.691  0.590  0.760  0.377


[8]
Entry from OMol25: 3 unconnected molecules or ions with the total composition ClH2NO2Si (the ωB97M-V functional and the def2-TZVPD basis).

Properties
ΔE to the lowest compared entry with this formula, charge and spin in kJ/mol: 193.4
E_HOMO in eV: -9.807

Each line ends with the natural charge from an NBO analysis.
Cartesian coordinates (Å):
N  -1.729  0.249  -0.489  0.411
O  -2.911  0.366  -0.505  -0.271
O  -1.149  -0.491  0.518  -0.822
Si  -1.482  -1.849  1.508  1.168
Cl  -0.326  -3.309  0.494  -0.486
H  -0.093  1.120  2.719  0.001
H  0.511  0.631  2.131  -0.001


[9]
Entry from OMol25: a single ClH2NO2Si molecule (the ωB97M-V functional and the def2-TZVPD basis).

Properties
ΔE to the lowest compared entry with this formula, charge and spin in kJ/mol: 67.1
E_HOMO in eV: -11.172
SMILES: O=[N+]([O-])[SiH2]Cl

Each line ends with the natural charge from an NBO analysis.
Cartesian coordinates (Å):
O  1.434  -1.429  -0.425  -0.357
N  0.423  -0.963  0.154  0.182
O  0.087  -1.268  1.345  -0.377
Si  -0.385  0.578  -0.371  1.138
Cl  0.475  1.881  0.828  -0.320
H  -0.273  0.889  -1.828  -0.135
H  -1.761  0.311  0.297  -0.130


[10]
Entry from OMol25: a single ClH2NO3S molecule (the ωB97M-V functional and the def2-TZVPD basis).

Properties
ΔE to the lowest compared entry with this formula, charge and spin in kJ/mol: 6.4
E_HOMO in eV: -11.203
SMILES: O=S(=O)(Cl)NO

Each line ends with the natural charge from an NBO analysis.
Cartesian coordinates (Å):
O  -3.057  0.787  0.178  -0.871
S  -1.746  1.233  -0.015  2.098
O  -1.290  1.828  -1.211  -0.896
Cl  -1.280  2.397  1.623  -0.175
N  -0.528  -0.243  0.340  -0.399
O  0.611  0.516  0.092  -0.567
H  -0.654  -0.854  -0.452  0.340
H  0.425  1.003  -0.788  0.469


[11]
Entry from OMol25: 2 unconnected molecules or ions with the total composition ClH2O (the ωB97M-V functional and the def2-TZVPD basis).

Properties
ΔE to the lowest compared entry with this formula, charge and spin in kJ/mol: 19.5
Net charge: -1
E_HOMO in eV: -3.739

Each line ends with the natural charge from an NBO analysis.
Cartesian coordinates (Å):
O  -0.620  1.519  -2.990  -0.974
H  -1.591  1.680  -3.025  0.455
H  -0.459  1.172  -2.084  0.513
Cl  0.096  -0.229  0.434  -0.994


[12]
Entry from OMol25: 2 unconnected molecules or ions with the total composition ClH2O2P (the ωB97M-V functional and the def2-TZVPD basis).

Properties
ΔE to the lowest compared entry with this formula, charge and spin in kJ/mol: 127.1
E_HOMO in eV: -11.239
SMILES: O=PCl.O

Each line ends with the natural charge from an NBO analysis.
Cartesian coordinates (Å):
O  -3.125  1.259  1.003  -0.987
P  -3.823  0.791  -0.171  1.346
Cl  -3.610  -1.261  -0.240  -0.358
O  -0.474  -0.206  -0.361  -0.934
H  -1.060  0.445  -0.083  0.459
H  -0.681  -1.010  0.220  0.474


| no. | maximum force (eV Å⁻¹) |
| --- | --- |
| 1 | 4.48 |
| 2 | 1.84 |
| 3 | 2.19 |
| 4 | 2.54 |
| 5 | 3.18 |
| 6 | 6.39 |
| 7 | 4.69 |
| 8 | 4.41 |
| 9 | 3.73 |
| 10 | 4.06 |
| 11 | 1.17 |
| 12 | 3.92 |